1.
A single S2 molecule, computed with ωB97M-V/def2-TZVPD.

XYZ file:
```
2
Properties=species:S:1:pos:R:3:mulliken_charge:R:1
S 1.089 0.138 0.644 0.00
S -1.089 -0.138 -0.644 0.00
```

As for the HOMO-LUMO gap: 5.522 eV. The value obtained for the max |F| is 5.78 eV/A. For the relative energy (zero: lowest compared OMol25 entry of this formula, charge and spin), the calculation gives 71.4 kcal/mol. The calculation puts the LUMO energy at -4.1591 eV. The calculation puts the HOMO energy at -9.68 eV.



2.
A single C28H26N2O6S molecule, computed with ωB97M-V/def2-TZVPD.

XYZ file:
```
63
Properties=species:S:1:pos:R:3:mulliken_charge:R:1
C -0.188 4.072 4.355 -0.93
O -0.748 3.981 3.064 -0.47
C -0.157 3.172 2.162 1.19
C 0.963 2.402 2.411 -0.68
C 1.520 1.586 1.425 -0.62
N 2.636 0.809 1.674 0.02
C 3.375 0.695 2.817 0.46
O 3.154 1.285 3.860 -0.81
C 4.504 -0.233 2.688 0.21
C 4.944 -1.002 1.641 -0.40
C 6.087 -1.754 1.967 -0.60
C 6.499 -1.547 3.249 -0.41
S 5.505 -0.435 4.088 -0.09
C 0.932 1.554 0.146 -0.58
C 1.466 0.723 -0.933 1.04
O 2.397 -0.064 -0.820 -0.83
O 0.819 0.897 -2.089 -0.27
C 1.177 0.076 -3.193 -0.53
C -0.082 -0.521 -3.830 0.39
O -0.263 -0.412 -5.028 -0.66
C -0.995 -1.175 -2.922 0.36
C -0.768 -1.569 -1.571 -0.72
C -1.924 -2.106 -1.095 0.55
C -2.219 -2.699 0.237 -1.62
N -2.863 -2.063 -2.107 0.55
C -4.190 -2.530 -1.997 -0.71
C -5.054 -1.961 -1.068 0.05
C -6.352 -2.425 -0.962 -0.79
C -6.795 -3.451 -1.780 -0.35
C -5.935 -4.015 -2.708 -0.81
C -4.634 -3.560 -2.818 0.05
C -2.311 -1.518 -3.221 0.25
C -3.069 -1.299 -4.476 -1.59
C -0.209 2.337 -0.097 -0.41
C -0.761 3.135 0.877 0.50
O -1.866 3.915 0.723 -0.46
C -2.488 3.940 -0.538 -0.85
H -0.201 3.105 4.867 0.36
H -0.816 4.778 4.896 0.22
H 0.838 4.448 4.321 0.37
H 1.438 2.411 3.376 0.92
H 2.917 0.258 0.863 0.08
H 4.479 -1.039 0.671 0.44
H 6.582 -2.417 1.280 0.40
H 7.337 -1.989 3.750 0.46
H 1.847 -0.724 -2.855 0.35
H 1.693 0.691 -3.937 0.35
H 0.151 -1.500 -1.025 0.77
H -1.286 -2.974 0.723 0.41
H -2.842 -3.586 0.137 0.34
H -2.739 -1.990 0.883 0.29
H -4.707 -1.153 -0.443 0.51
H -7.021 -1.982 -0.240 0.37
H -7.809 -3.811 -1.695 0.40
H -6.277 -4.816 -3.347 0.38
H -3.955 -4.002 -3.531 0.47
H -2.998 -2.172 -5.125 0.30
H -2.631 -0.463 -5.016 0.46
H -4.121 -1.105 -4.270 0.35
H -0.643 2.287 -1.081 0.67
H -3.327 4.627 -0.437 0.23
H -1.809 4.308 -1.315 0.35
H -2.861 2.951 -0.824 0.31
```

As for the HOMO-LUMO gap: 8.068 eV. The value obtained for the max |F| is 0.88 eV/A. Its SMILES is COc1cc(NC(=O)c2cccs2)c(C(=O)OCC(=O)c2cc(C)n(-c3ccccc3)c2C)cc1OC. For the relative energy (zero: lowest compared OMol25 entry of this formula, charge and spin), the calculation gives 3.8 kcal/mol. The calculation puts the LUMO energy at 0.1856 eV. The calculation puts the HOMO energy at -7.88 eV.



3.
A single CH3IOS2 molecule, computed with ωB97M-V/def2-TZVPD.

XYZ file:
```
8
Properties=species:S:1:pos:R:3:mulliken_charge:R:1
C -0.434 -1.186 -0.783 -0.77
O -0.862 1.655 0.315 -0.39
S 1.366 -0.050 -0.357 -0.12
S 0.514 1.761 0.411 0.37
I 1.239 1.929 2.791 -0.05
H -0.969 -0.616 -1.511 0.29
H -0.785 -1.294 0.170 0.33
H -0.070 -2.199 -1.037 0.33
```

As for the HOMO-LUMO gap: 8.164 eV. The value obtained for the max |F| is 5.53 eV/A. For the relative energy (zero: lowest compared OMol25 entry of this formula, charge and spin), the calculation gives 31.1 kcal/mol. The calculation puts the LUMO energy at -0.8875 eV. The calculation puts the HOMO energy at -9.05 eV.



4.
A molecular structure, C22H19N8OZn, computed with ωB97M-V/def2-TZVPD.

XYZ file:
```
51
Properties=species:S:1:pos:R:3:mulliken_charge:R:1
Zn -1.267 -0.514 -0.195 -0.03
C -4.188 -3.004 1.505 -0.72
C -3.572 -3.633 2.610 -0.35
C -2.333 -3.165 2.963 -0.47
C -1.610 -2.263 2.197 0.43
N -2.223 -1.619 1.176 -0.17
C -3.478 -1.949 0.916 0.12
N -0.295 -2.061 2.604 -0.59
C 0.600 -1.593 1.836 0.27
N 0.453 -1.249 0.531 -0.35
C 1.601 -0.786 0.016 0.05
N 1.805 -0.295 -1.175 -0.46
C 0.935 -0.497 -2.217 0.72
C 1.551 -0.599 -3.483 -0.59
C 0.732 -0.776 -4.593 -0.29
C -0.659 -0.957 -4.433 -0.78
C -1.171 -0.795 -3.158 -0.07
N -0.408 -0.623 -2.084 0.02
C 2.633 -0.816 1.111 0.18
C 4.010 -0.589 1.158 -0.25
C 4.696 -0.813 2.348 -0.53
C 4.042 -1.297 3.483 -0.61
C 2.689 -1.648 3.389 -0.18
C 2.013 -1.338 2.236 0.15
H -5.182 -3.275 1.123 0.37
H -4.095 -4.420 3.134 0.42
H -1.840 -3.610 3.803 0.45
H -3.974 -1.400 0.119 0.41
H 2.635 -0.570 -3.508 0.45
H 1.212 -0.859 -5.574 0.39
H -1.318 -1.099 -5.301 0.38
H -2.239 -0.869 -2.980 0.40
H 4.512 -0.287 0.244 0.51
H 5.778 -0.732 2.391 0.38
H 4.573 -1.524 4.393 0.42
H 2.137 -2.050 4.209 0.50
C -0.210 5.301 -0.941 -1.13
N -0.726 3.935 -0.731 0.03
C -2.105 3.461 -0.946 -0.44
C -1.881 1.978 -0.600 0.29
O -2.729 1.071 -0.655 -0.60
N -0.611 1.737 -0.204 -0.09
C 0.054 2.879 -0.426 0.51
N 1.402 2.943 -0.318 -0.29
H -1.057 5.957 -0.694 0.34
H -0.011 5.457 -1.990 0.32
H 0.586 5.464 -0.301 0.48
H -2.468 3.630 -1.988 0.32
H -2.804 3.934 -0.272 0.32
H 1.916 2.081 -0.157 0.16
H 1.889 3.749 -0.567 0.18
```

The net charge is +1. As for the HOMO-LUMO gap: 7.714 eV. The value obtained for the max |F| is 3.54 eV/A. For the relative energy (zero: lowest compared OMol25 entry of this formula, charge and spin), the calculation gives 5.7 kcal/mol. The calculation puts the LUMO energy at -3.0436 eV. The calculation puts the HOMO energy at -10.76 eV.



5.
2 unconnected molecules or ions with the total composition C4H13N2O, computed with ωB97M-V/def2-TZVPD.

XYZ file:
```
20
Properties=species:S:1:pos:R:3:mulliken_charge:R:1
C -0.553 -0.820 -2.164 -1.22
C -1.129 -0.720 -0.762 -0.05
C -0.062 -0.528 0.310 -0.99
C 0.858 -1.569 0.527 -0.33
N 1.628 -1.540 1.661 -0.49
N 0.159 0.829 0.852 -1.21
H 0.404 -1.475 -2.305 0.28
H -0.250 0.098 -2.422 0.45
H -1.369 -1.143 -2.889 0.30
H -1.983 0.044 -0.756 0.36
H -1.593 -1.805 -0.462 0.25
H 1.160 -2.324 -0.216 0.35
H 1.818 -0.700 2.166 0.17
H 2.265 -2.293 1.844 0.30
H 0.774 0.851 1.587 0.74
H 0.514 1.384 0.123 0.68
H -0.802 1.382 1.151 0.54
H -0.054 3.460 -0.875 0.39
H -1.183 4.054 -0.069 0.37
O -0.861 3.158 -0.242 -0.89
```

As for the multiplicity: 2. As for the HOMO-LUMO gap (spin up / spin down): 4.110 / 8.662 eV. The value obtained for the max |F| is 5.41 eV/A. For the relative energy (zero: lowest compared OMol25 entry of this formula, charge and spin), the calculation gives 84.4 kcal/mol. The calculation puts the LUMO energy (spin up / spin down) at 0.8100 / 0.5772 eV. The calculation puts the HOMO energy (spin up / spin down) at -3.30 / -8.08 eV.



6.
A molecular structure, C50H47FeN5P2Te, computed with ωB97M-V/def2-TZVPD.

XYZ file:
```
106
Properties=species:S:1:pos:R:3:mulliken_charge:R:1
Fe -0.301 -0.097 0.780 0.98
C -2.849 -1.241 2.539 -1.24
N -1.495 -1.783 2.395 0.15
C -0.759 -1.875 3.658 -1.22
C 0.584 -1.223 3.543 -0.02
N 0.860 -0.215 2.750 0.43
C 2.172 0.153 3.045 -0.23
C 2.942 1.223 2.592 -0.12
C 4.227 1.341 3.087 -0.73
C 4.738 0.435 4.024 -0.68
C 3.973 -0.603 4.519 -1.10
C 2.682 -0.714 4.023 0.53
N 1.639 -1.578 4.311 -0.10
C -2.738 0.237 2.740 -0.28
N -1.844 0.957 2.112 1.14
C -2.021 2.263 2.550 -0.33
C -1.313 3.425 2.256 -0.43
C -1.747 4.600 2.832 -0.74
C -2.853 4.629 3.693 -0.64
C -3.546 3.481 4.021 -1.18
C -3.102 2.299 3.443 0.87
N -3.529 0.985 3.542 -0.07
H -3.397 -1.435 1.613 0.28
H -3.407 -1.706 3.359 0.57
H -1.552 -2.697 1.962 0.27
H -1.309 -1.343 4.440 0.43
H -0.643 -2.908 3.992 0.48
H 2.526 1.969 1.927 0.36
H 4.852 2.163 2.763 0.53
H 5.746 0.568 4.393 0.43
H 4.354 -1.282 5.271 0.46
H 1.655 -2.312 5.000 0.25
H -0.448 3.400 1.606 0.35
H -1.226 5.524 2.620 0.50
H -3.162 5.572 4.122 0.44
H -4.391 3.501 4.696 0.48
H -4.277 0.655 4.129 0.26
C -1.316 -1.099 -2.262 -1.23
C -2.105 0.199 -2.057 -1.54
P -1.224 1.414 -0.984 1.50
C -2.499 2.725 -0.881 0.81
C -2.171 4.063 -1.087 -0.36
C -3.153 5.040 -1.040 -0.74
C -4.470 4.695 -0.775 -0.73
C -4.799 3.370 -0.535 -0.86
C -3.819 2.391 -0.579 -0.49
C -0.015 2.196 -2.109 0.68
C -0.098 2.156 -3.498 -0.60
C 0.807 2.870 -4.270 -0.81
C 1.781 3.650 -3.666 -0.77
C 1.863 3.711 -2.282 -0.87
C 0.978 2.977 -1.511 0.01
P -1.124 -1.949 -0.625 1.20
C -2.557 -3.106 -0.672 0.74
C -2.398 -4.422 -0.235 -0.49
C -3.420 -5.346 -0.394 -0.91
C -4.623 -4.966 -0.970 -0.66
C -4.811 -3.648 -1.356 -0.89
C -3.792 -2.722 -1.199 -0.60
C 0.221 -3.167 -0.865 0.61
C 0.395 -3.829 -2.078 -0.48
C 1.419 -4.752 -2.222 -0.82
C 2.249 -5.046 -1.149 -0.72
C 2.047 -4.430 0.079 -0.71
C 1.046 -3.482 0.214 -0.04
H -0.328 -0.897 -2.678 0.19
H -1.847 -1.755 -2.951 0.98
H -3.033 -0.023 -1.530 -0.18
H -2.380 0.667 -3.001 1.03
H -1.149 4.347 -1.299 0.34
H -2.885 6.072 -1.223 0.47
H -5.236 5.458 -0.750 0.43
H -5.825 3.095 -0.325 0.46
H -4.096 1.366 -0.364 0.34
H -0.859 1.566 -3.992 0.32
H 0.740 2.826 -5.349 0.45
H 2.472 4.222 -4.271 0.43
H 2.612 4.333 -1.809 0.49
H 1.026 3.024 -0.429 0.23
H -1.461 -4.738 0.206 0.45
H -3.267 -6.371 -0.084 0.47
H -5.409 -5.694 -1.116 0.42
H -5.750 -3.335 -1.793 0.48
H -3.970 -1.701 -1.509 0.31
H -0.278 -3.632 -2.905 0.40
H 1.570 -5.248 -3.172 0.48
H 3.047 -5.767 -1.265 0.44
H 2.672 -4.693 0.923 0.50
H 0.890 -2.986 1.167 -0.05
C 2.390 -0.508 -2.424 -0.34
Te 2.201 -0.130 -0.320 0.41
C 4.354 -0.400 -0.305 -1.13
C 4.792 -0.331 -1.739 0.65
C 6.145 -0.242 -2.054 -0.85
C 6.553 -0.218 -3.377 -0.65
C 5.611 -0.254 -4.396 -0.67
C 4.263 -0.332 -4.088 -0.74
C 3.849 -0.382 -2.761 0.48
H 1.792 0.218 -2.974 0.15
H 2.024 -1.510 -2.648 0.48
H 4.570 -1.372 0.139 0.57
H 4.808 0.369 0.316 0.59
H 6.883 -0.184 -1.263 0.49
H 7.607 -0.169 -3.614 0.42
H 5.923 -0.204 -5.431 0.44
H 3.526 -0.350 -4.882 0.48
```

As for the multiplicity: 5. The net charge is +2. As for the HOMO-LUMO gap (spin up / spin down): 7.881 / 7.207 eV. The value obtained for the max |F| is 2.13 eV/A. For the relative energy (zero: lowest compared OMol25 entry of this formula, charge and spin), the calculation gives 0.0 kcal/mol. The calculation puts the LUMO energy (spin up / spin down) at -4.6073 / -5.3157 eV. The calculation puts the HOMO energy (spin up / spin down) at -12.49 / -12.52 eV.